The following is a quantum chemistry calculation of C19H28I2N3OSc as an isolated structure, from the Open Molecules 2025 dataset.

The max |F| is 14.87 eV/A. As for the net charge: -2. Its multiplicity is 1. The value obtained for the frontier orbital gap (alpha / beta) is 0.124 / 0.105 Eh. Its electronic energy is -2336.153559 hartree.

Each line ends with the Löwdin charge.
Cartesian coordinates (Å):
C -3.793 -2.319 0.657  -0.954
I -2.620 -3.546 1.120  1.022
H -3.687 -1.397 -0.066  0.074
H -3.918 -1.885 1.592  -0.048
H -4.413 -2.957 0.143  -0.065
C -2.047 2.607 1.258  -0.108
C -0.600 1.845 -0.297  -0.228
N -0.720 2.490 0.898  -0.179
H -3.861 2.015 0.153  0.097
I 0.863 0.551 -3.873  0.069
N -1.915 1.608 -0.663  -0.201
H -2.352 3.104 2.194  0.107
Sc 0.221 0.163 -1.274  0.199
C -1.465 -1.982 -0.290  -0.442
O -1.042 -1.310 -1.132  -0.238
C -2.793 2.081 0.294  -0.111
C -2.372 1.149 -1.975  -0.102
H -2.983 1.934 -2.444  0.079
H -2.996 0.247 -1.877  0.079
H -1.519 0.957 -2.664  -0.049
C 0.383 2.987 1.672  -0.065
H 0.028 3.757 2.371  0.075
H 1.145 3.425 1.016  0.073
H 0.860 2.186 2.258  0.083
C 3.123 1.675 0.275  -0.131
C 4.408 0.862 0.164  -0.376
C 5.301 1.145 1.385  -0.103
C 4.260 -0.636 -0.068  -0.157
C 5.403 -1.395 -0.111  -0.129
C 5.399 -2.781 -0.282  -0.154
C 4.149 -3.455 -0.433  -0.087
C 2.970 -2.735 -0.460  -0.158
C 1.646 -3.438 -0.706  -0.394
C 1.201 -3.376 -2.172  -0.084
C 1.618 -4.892 -0.224  -0.101
C 2.976 -1.282 -0.344  -0.336
N 1.863 -0.650 -0.533  -0.099
H 2.467 1.271 1.054  0.059
H 2.577 1.679 -0.675  0.049
H 3.344 2.718 0.532  0.059
H 4.947 1.246 -0.719  0.129
H 4.849 0.723 2.293  0.081
H 6.297 0.716 1.269  0.046
H 5.415 2.226 1.536  0.058
H 6.379 -0.903 0.009  0.087
H 6.307 -3.349 -0.293  0.045
H 4.142 -4.526 -0.538  0.074
H 0.915 -2.862 -0.115  0.095
H 1.761 -4.117 -2.764  0.072
H 0.132 -3.606 -2.268  0.066
H 1.378 -2.387 -2.619  0.026
H 2.049 -4.985 0.781  0.075
H 0.589 -5.270 -0.188  0.063
H 2.184 -5.533 -0.912  0.059